C24H58CrN8O14S as an isolated structure. Source: the OMol25 dataset; level of theory: ωB97M-V with the def2-TZVPD basis set.

HOMO level (spin up / spin down)	-0.3152 / -0.3166	Ha
spin multiplicity	5
charge	0
LUMO energy (spin up / spin down)	-0.17 / -4.76	eV

Atoms and positions in Å:
Cr  21.062  1.206  -13.492
S  21.055  1.856  -10.904
O  20.598  5.386  -8.664
O  19.958  1.978  -14.867
O  27.281  0.451  -9.812
O  22.120  4.215  -6.978
O  16.956  3.454  -9.716
O  16.888  -0.973  -9.277
O  21.614  0.742  -11.639
O  23.264  -5.052  -9.760
O  20.324  2.369  -12.069
O  22.059  2.820  -10.573
O  20.195  1.533  -9.835
O  22.192  -0.076  -14.444
O  22.532  2.737  -13.762
O  19.437  -0.132  -12.953
N  26.107  0.567  -11.778
N  22.545  1.943  -6.858
N  23.324  -3.163  -10.978
N  24.265  4.167  -13.927
N  18.152  -1.453  -7.486
N  20.581  5.787  -10.937
N  17.406  -0.935  -13.376
N  16.712  3.194  -12.018
C  19.496  -1.408  -6.751
C  15.726  4.244  -12.233
C  22.583  3.156  -7.436
C  24.421  -2.435  -10.328
C  25.754  0.095  -13.100
C  16.190  -1.593  -12.951
C  24.980  5.244  -13.275
C  24.600  3.780  -15.334
C  23.106  0.794  -7.570
C  20.009  5.324  -12.292
C  22.775  -4.301  -10.602
C  17.450  -0.512  -14.766
C  17.168  -2.309  -6.875
C  27.074  0.094  -10.958
C  21.607  6.799  -10.928
C  17.228  2.562  -13.253
C  25.271  1.704  -11.342
C  22.792  -2.467  -12.153
C  17.979  -0.816  -8.658
C  23.175  3.666  -13.323
C  17.157  2.850  -10.777
C  20.210  5.069  -9.809
C  21.848  1.604  -5.628
C  18.448  -0.730  -12.541
H  18.844  -0.204  -8.958
H  24.582  -2.762  -9.301
H  21.722  7.302  -9.967
H  22.308  0.269  -8.095
H  24.846  5.143  -12.198
H  16.233  -2.314  -7.436
H  22.613  1.064  -5.070
H  19.837  6.166  -12.962
H  25.583  3.316  -15.409
H  21.145  7.506  -11.617
H  16.263  -1.995  -11.940
H  23.837  0.173  -7.051
H  22.338  -1.530  -11.828
H  21.918  -2.912  -12.630
H  23.902  3.012  -15.668
H  19.624  4.148  -9.954
H  27.661  -0.724  -11.402
H  17.011  -1.849  -5.900
H  16.020  -2.364  -13.703
H  20.309  -1.085  -7.401
H  15.457  4.729  -11.295
H  17.521  3.350  -13.946
H  22.483  6.543  -11.524
H  21.852  -4.525  -11.158
H  23.126  3.157  -8.394
H  19.087  4.750  -12.197
H  16.640  0.192  -14.953
H  24.235  1.479  -11.598
H  21.559  2.496  -5.073
H  24.579  4.626  -16.021
H  20.030  2.248  -15.804
H  24.772  -0.377  -13.111
H  16.561  1.901  -13.807
H  19.404  -0.817  -5.839
H  24.353  6.121  -13.433
H  18.177  -1.125  -11.550
H  25.562  2.563  -11.946
H  20.714  4.707  -12.848
H  19.661  -2.383  -6.291
H  17.343  -3.385  -6.860
H  22.861  4.172  -12.396
H  26.524  -0.477  -13.619
H  25.360  2.083  -10.324
H  16.265  4.996  -12.808
H  23.699  1.152  -8.412
H  23.580  -2.236  -12.869
H  25.477  0.960  -13.703
H  20.984  1.016  -5.940
H  15.441  -0.802  -12.993
H  25.333  -2.383  -10.923
H  18.309  0.062  -15.115
H  22.726  -0.185  -15.254
H  24.100  -1.407  -10.156
H  25.970  5.322  -13.722
H  17.908  2.048  -10.860
H  17.341  -1.367  -15.433
H  18.127  1.952  -13.162
H  14.807  3.940  -12.733

A 4-piece molecular cluster, C24H58N2 overall. Source: the OMol25 dataset; level of theory: ωB97M-V with the def2-TZVPD basis set.

SMILES string	CCN(CC)CC.CCN(CC)CC.CCCCCC.CCCCCC
HOMO level	-0.2864	Ha
charge	0
LUMO energy	0.88	eV
energy relative to the best compared isomer or geometry (same formula, charge and spin)	358.5	kJ/mol

Atoms and positions in Å:
N  -2.359  -2.834  0.524
N  3.351  -1.247  0.931
C  -4.203  1.695  0.584
C  -1.307  -2.457  1.580
C  -3.253  1.290  -3.696
C  3.477  -0.476  -0.382
C  -1.442  -1.949  -1.576
C  -0.886  2.081  2.384
C  2.140  -0.765  -1.143
C  -0.762  1.761  -3.633
C  -1.689  -3.201  -0.767
C  -3.625  -2.018  0.394
C  3.808  -0.509  2.074
C  -2.212  1.927  -2.872
C  1.522  2.648  3.094
C  -0.832  -3.702  2.152
C  1.577  2.779  -3.901
C  5.394  -2.705  0.566
C  -1.839  1.706  1.251
C  3.545  -1.246  3.487
C  -3.213  1.578  1.731
C  0.332  2.659  -2.933
C  3.944  -2.617  0.679
C  2.640  3.662  -3.268
C  -4.632  -2.292  1.586
C  0.657  1.996  2.029
H  -0.436  -1.755  1.173
H  3.245  -3.161  -0.061
H  -4.502  2.523  0.025
H  -0.910  -1.214  -0.908
H  0.786  0.990  1.714
H  -4.210  1.695  -3.390
H  -3.239  0.201  -3.712
H  -1.551  0.586  0.956
H  1.366  2.216  4.164
H  4.062  -2.065  3.563
H  -1.074  3.019  2.554
H  -3.574  2.089  2.598
H  -4.167  1.044  -0.222
H  0.999  -0.477  -0.748
H  -3.330  0.581  2.145
H  0.002  3.643  -2.741
H  1.898  -0.084  -2.062
H  3.760  -3.092  1.613
H  -1.030  2.134  -4.511
H  -4.374  -2.306  -0.489
H  2.484  -1.562  3.503
H  -2.280  -1.478  -2.197
H  -0.798  1.392  3.194
H  4.243  -0.488  -1.112
H  3.835  0.529  2.106
H  6.000  -2.383  1.389
H  -0.721  -2.421  -2.476
H  3.795  -0.549  4.197
H  -4.947  -3.333  1.603
H  -1.811  -1.810  2.177
H  2.019  1.872  -4.252
H  -1.777  2.334  0.413
H  -4.243  -1.817  2.450
H  -3.044  1.603  -4.682
H  5.850  -2.173  -0.234
H  2.886  3.488  -2.358
H  0.454  2.054  -2.155
H  -2.394  -3.828  -1.167
H  -2.470  3.081  -2.666
H  2.022  -1.777  -1.596
H  2.531  2.557  2.898
H  -0.046  -3.587  2.824
H  3.308  0.666  -0.129
H  3.581  3.775  -3.822
H  2.480  4.731  -3.064
H  -3.360  -0.906  0.297
H  -1.219  -4.401  2.776
H  5.791  -3.581  0.346
H  -5.243  1.496  0.930
H  -0.335  -4.289  1.486
H  -0.867  -3.639  -0.747
H  4.891  -0.236  2.199
H  -0.263  0.905  -3.776
H  1.293  3.823  3.289
H  -5.496  -1.952  1.265
H  -2.140  1.384  -1.813
H  1.164  3.442  -4.684
H  0.969  2.746  1.047